No. 1
Below is a molecular structure, C33H38O4P2Pt in a non-equilibrium geometry, with properties calculated with the ωB97M-V functional and the def2-TZVPD basis.

XYZ file:
```
78
Properties=species:S:1:pos:R:3:lowdin_charge:R:1
Pt -0.3960 -0.1045 -0.0315 1.207
O -1.2110 1.2589 1.1775 -0.470
P -1.9121 0.9209 2.5077 0.806
C -2.6901 -0.7033 2.3318 -0.286
P -1.4390 -2.0113 2.1111 0.810
O -0.1298 -1.4477 1.5112 -0.471
C -1.0550 -2.6987 3.7029 -0.292
C -2.0437 -3.4040 4.3922 -0.067
C -1.7638 -3.9206 5.6445 -0.049
C -0.5005 -3.7442 6.1986 -0.041
C 0.4833 -3.0527 5.5069 -0.051
C 0.2106 -2.5222 4.2550 -0.067
C -2.1488 -3.2486 1.0439 -0.290
C -1.2652 -4.2054 0.5358 -0.066
C -1.7390 -5.2131 -0.2842 -0.046
C -3.0935 -5.2780 -0.5914 -0.041
C -3.9752 -4.3385 -0.0789 -0.050
C -3.5061 -3.3205 0.7389 -0.070
C -3.1601 2.1370 2.8385 -0.289
C -4.4800 1.8049 3.1368 -0.069
C -5.3942 2.8115 3.4098 -0.051
C -4.9918 4.1384 3.3813 -0.039
C -3.6753 4.4712 3.0825 -0.045
C -2.7548 3.4746 2.8148 -0.059
C -0.7610 0.8420 3.8611 -0.303
C -1.2490 0.6394 5.1536 -0.063
C -0.3636 0.5626 6.2136 -0.050
C 1.0007 0.7046 5.9861 -0.046
C 1.4844 0.9217 4.7033 -0.053
C 0.6046 0.9884 3.6333 -0.073
H -3.3433 -0.6533 1.4573 0.080
H -3.2822 -0.9370 3.2202 0.087
H -3.0208 -3.5662 3.9492 0.115
H -2.5224 -4.4708 6.1842 0.118
H -0.2821 -4.1571 7.1745 0.119
H 1.4656 -2.9262 5.9418 0.118
H 0.9673 -1.9714 3.7131 0.106
H -0.2124 -4.1623 0.7901 0.111
H -1.0583 -5.9574 -0.6750 0.118
H -3.4634 -6.0722 -1.2260 0.120
H -5.0298 -4.4004 -0.3099 0.118
H -4.2105 -2.6020 1.1384 0.103
H -4.8083 0.7735 3.1586 0.101
H -6.4191 2.5591 3.6444 0.118
H -5.7074 4.9207 3.5960 0.121
H -3.3676 5.5076 3.0645 0.120
H -1.7266 3.7328 2.5898 0.120
H -2.3153 0.5565 5.3364 0.119
H -0.7345 0.4074 7.2175 0.120
H 1.6901 0.6586 6.8189 0.120
H 2.5457 1.0492 4.5381 0.118
H 0.9724 1.1643 2.6305 0.104
C 2.9202 -1.6416 -1.2912 -0.135
C 2.4811 -1.3305 -2.7193 -0.129
C 1.0467 -0.8563 -2.5500 -0.150
O 0.5692 -1.4298 -1.2742 -0.335
C 1.6684 -2.2383 -0.6997 -0.148
H 3.1989 -0.7323 -0.7556 0.127
H 3.7589 -2.3335 -1.2512 0.134
H 2.5141 -2.2287 -3.3355 0.129
H 3.0959 -0.5707 -3.1965 0.131
H 0.3771 -1.2068 -3.3299 0.124
H 0.9780 0.2275 -2.4564 0.113
H 1.4978 -3.2615 -1.0357 0.137
H 1.5808 -2.1805 0.3782 0.098
C -1.6791 0.9678 -3.6766 -0.141
C -2.2181 2.2739 -3.0848 -0.128
C -2.2569 2.0192 -1.5758 -0.139
O -2.0153 0.5770 -1.3847 -0.292
C -2.1946 -0.0516 -2.6845 -0.161
H -0.5910 0.9694 -3.7019 0.096
H -2.0410 0.7870 -4.6867 0.132
H -3.2244 2.4591 -3.4574 0.123
H -1.6068 3.1368 -3.3373 0.124
H -3.2321 2.2461 -1.1476 0.130
H -1.4974 2.5494 -1.0102 0.110
H -3.2638 -0.2274 -2.8250 0.141
H -1.6836 -1.0102 -2.6548 0.109
```

Calculated values
Kohn-Sham gap	8.3	eV
charge	+2
DFT total energy	-2382.8159	Eh
E_LUMO	-6.128	eV
spin multiplicity	1
F_max	1.41	eV/Å
relative energy (zero: lowest compared OMol25 entry of this formula, charge and spin)	1.320	eV



No. 2
Below is 2 unconnected molecules or ions with the total composition C4H7N3 in a non-equilibrium geometry, with properties calculated with the ωB97M-V functional and the def2-TZVPD basis.

XYZ file:
```
14
Properties=species:S:1:pos:R:3:nbo_charge:R:1
C 1.8387 0.6631 -1.1112 -0.673
C 0.6397 0.6653 -0.2386 0.147
N 0.0048 -0.4026 0.2139 -0.580
C -1.0797 -0.3196 1.0830 0.295
N -1.4454 0.7807 1.6055 -0.632
C -1.8047 -1.5707 1.2437 0.200
N -2.4706 -2.5025 1.4054 -0.261
H 1.9329 -0.2483 -1.6929 0.236
H 2.7127 0.8362 -0.4594 0.223
H 1.7855 1.5133 -1.7976 0.245
H -0.1945 -0.5964 -2.0670 -0.206
H 0.4196 1.5895 0.3021 0.220
H -0.0359 -1.0687 -0.6269 0.423
H -2.3029 0.6607 2.1401 0.365
```

Calculated values
Kohn-Sham gap (spin up / spin down)	9.2 / 5.3	eV
charge	0
DFT total energy	-320.6868	Eh
E_LUMO (spin up / spin down)	-0.570 / -1.668	eV
spin multiplicity	1
F_max	2.21	eV/Å
relative energy (zero: lowest compared OMol25 entry of this formula, charge and spin)	5.348	eV



No. 3
Below is 2 unconnected molecules or ions with the total composition C3H6 in a non-equilibrium geometry, with properties calculated with the ωB97M-V functional and the def2-TZVPD basis.

XYZ file:
```
9
Properties=species:S:1:pos:R:3:nbo_charge:R:1
C -0.8082 -0.4962 1.3095 -0.485
C -0.3893 -0.7523 0.1350 -0.126
C 0.9976 0.8133 -0.9679 -0.572
H -1.7395 -0.9749 1.5016 0.205
H -0.2619 0.0836 2.0373 0.220
H -0.8194 -1.1881 -0.7464 0.181
H 0.7053 1.7850 -0.6453 0.198
H 0.4201 0.3765 -1.7896 0.191
H 1.8953 0.3531 -0.8342 0.189
```

Calculated values
Kohn-Sham gap	9.1	eV
charge	0
DFT total energy	-117.7315	Eh
E_LUMO	0.659	eV
spin multiplicity	1
F_max	6.00	eV/Å
relative energy (zero: lowest compared OMol25 entry of this formula, charge and spin)	3.820	eV



No. 4
Below is a molecular structure, C16H34O3P2RuS in a non-equilibrium geometry, with properties calculated with the ωB97M-V functional and the def2-TZVPD basis.

XYZ file:
```
57
Properties=species:S:1:pos:R:3:nbo_charge:R:1
P 2.1755 1.3182 -0.7904 1.074
P 1.0509 -1.4598 0.9847 1.311
C 2.9701 0.4091 0.5659 -0.752
C 2.6850 -1.0958 0.3723 -0.776
H 2.4784 0.8074 1.4744 0.235
H 4.0456 0.6391 0.6365 0.273
H 2.7475 -1.3965 -0.6827 0.274
H 3.4363 -1.7347 0.8717 0.289
C 0.8693 -0.7664 2.6626 -0.959
H -0.0807 -1.0418 3.1360 0.250
H 0.9497 0.3257 2.6694 0.262
H 1.6925 -1.1925 3.2430 0.280
C 1.3896 -3.2121 1.4585 -0.951
H 2.1937 -3.1680 2.2083 0.249
H 1.7481 -3.7403 0.5594 0.257
H 0.5217 -3.7320 1.8886 0.231
C 3.0673 2.9119 -0.8596 -0.869
H 2.3422 3.7392 -0.6055 0.226
H 3.4336 3.0341 -1.8845 0.279
H 3.8783 2.8466 -0.1261 0.263
C 2.6827 0.4132 -2.2866 -0.970
H 2.2792 -0.6101 -2.2501 0.226
H 3.7851 0.3410 -2.3625 0.263
H 2.2627 0.8805 -3.1910 0.288
Ru 0.7033 2.6713 -0.4440 0.470
C -1.8269 -2.3556 1.9607 0.020
C -2.2688 -1.0900 2.1277 0.069
C -2.1398 0.1588 1.2899 -0.512
C -1.1780 -0.0826 0.1329 -0.442
C -1.4885 -1.3868 -0.4525 -0.081
C -0.4749 -2.3569 -0.4698 -0.279
C -1.0881 -3.7159 -0.0929 -0.434
C -2.1783 -3.4195 0.9520 -0.499
C 0.4102 2.6950 -2.4490 -0.732
H -1.3275 -2.7854 2.8499 0.255
H -2.7331 -0.8515 3.0960 0.282
H -1.7427 0.9571 1.9402 0.292
H -3.1258 0.4859 0.9102 0.376
H -0.8664 0.7970 -0.4739 0.307
H -0.1612 -0.1316 0.6714 0.162
H -2.5213 -1.5297 -0.8456 0.272
H 0.1672 -2.3421 -1.3634 0.270
H -0.3524 -4.4604 0.2310 0.255
H -1.5361 -4.0925 -1.0252 0.278
H -3.1150 -3.1853 0.4003 0.265
H -2.3725 -4.3343 1.5275 0.283
H -0.1478 1.7952 -2.7392 0.220
H 1.3256 2.8038 -3.0332 0.176
H -0.2519 3.5361 -2.6642 0.225
C -3.5871 4.0520 -1.6629 -0.863
S -2.5106 2.8960 -0.7980 2.352
O -1.2682 3.6586 -0.2892 -1.014
O -3.3301 2.4514 0.3313 -0.992
O -2.1933 1.9009 -1.8245 -0.997
H -4.1438 4.6411 -0.9312 0.257
H -4.2889 3.4239 -2.2279 0.260
H -2.9914 4.6798 -2.3267 0.247
```

Calculated values
Kohn-Sham gap (spin up / spin down)	5.7 / 4.3	eV
charge	+2
DFT total energy	-2030.5677	Eh
E_LUMO (spin up / spin down)	-7.899 / -9.956	eV
spin multiplicity	5
F_max	6.52	eV/Å
⟨S²⟩	6.03
relative energy (zero: lowest compared OMol25 entry of this formula, charge and spin)	1.695	eV



No. 5
Below is 3 unconnected molecules or ions with the total composition C8H17NO in a non-equilibrium geometry, with properties calculated with the ωB97M-V functional and the def2-TZVPD basis.

XYZ file:
```
27
Properties=species:S:1:pos:R:3:nbo_charge:R:1
C 0.3223 0.5488 -0.3696 0.128
C -1.7741 0.2192 0.2140 -0.155
C 0.4189 -0.7406 0.1541 -0.360
C 0.8158 1.7122 0.4451 -0.667
C 0.3126 0.7793 -1.8476 -0.686
C -2.0270 0.1422 1.6978 -0.656
C -2.5162 -0.8010 -0.6115 -0.657
C 2.6336 -0.7935 -0.2856 0.552
N 3.3470 -1.5621 0.5907 -0.871
O 3.2430 -0.2486 -1.1967 -0.678
H -1.9439 1.2283 -0.1627 0.192
H 2.8742 -2.0049 1.3599 0.382
H 4.3275 -1.7679 0.4161 0.384
H 0.1192 -1.5866 -0.4514 0.221
H 0.4750 -0.8780 1.2270 0.211
H 1.8437 1.9228 0.1323 0.248
H 0.2048 2.6006 0.2633 0.220
H 0.8272 1.4967 1.5138 0.212
H 0.1259 1.8197 -2.1296 0.217
H 1.2738 0.5790 -2.3291 0.273
H -0.3876 0.1683 -2.4183 0.217
H -3.0776 0.3689 1.9326 0.220
H -1.8210 -0.8578 2.0911 0.201
H -1.4298 0.8690 2.2544 0.215
H -3.6031 -0.6405 -0.5569 0.221
H -2.2535 -0.7527 -1.6712 0.216
H -2.3309 -1.8208 -0.2617 0.201
```

Calculated values
Kohn-Sham gap	7.3	eV
charge	0
DFT total energy	-444.8724	Eh
E_LUMO	0.758	eV
spin multiplicity	1
F_max	4.27	eV/Å
relative energy (zero: lowest compared OMol25 entry of this formula, charge and spin)	4.776	eV



No. 6
Below is C3H9NO in the gas phase in a non-equilibrium geometry, with properties calculated with the ωB97M-V functional and the def2-TZVPD basis.

XYZ file:
```
14
Properties=species:S:1:pos:R:3:nbo_charge:R:1
C -1.7697 1.1398 -0.7558 -0.252
O -0.6151 0.7539 -0.0174 -0.569
H -2.0958 0.3351 -1.4202 0.168
H -1.5063 1.9975 -1.3719 0.183
H -2.5366 1.3955 -0.0717 0.178
C 2.0525 -0.3979 0.4301 -0.411
C -0.3327 -0.6307 -0.1008 0.102
N 0.7560 -0.9957 0.6942 -0.648
H 1.9661 0.6776 0.2997 0.188
H 2.6940 -0.5940 1.2850 0.200
H 2.4731 -0.8320 -0.4787 0.182
H -0.1337 -0.9043 -1.1471 0.144
H -1.2062 -1.2026 0.2445 0.160
H 0.5941 -1.2534 1.6495 0.375
```

Calculated values
Kohn-Sham gap	9.9	eV
charge	0
DFT total energy	-249.6584	Eh
E_LUMO	1.144	eV
spin multiplicity	1
SMILES	CNCOC
F_max	1.46	eV/Å
relative energy (zero: lowest compared OMol25 entry of this formula, charge and spin)	1.505	eV



Which formula does entry 6 have? C3H9NO



Which value of charge does entry 1 give? +2



The highest DFT total energy belongs to which entry? C3H6